Entry 1:
A structure of composition C9H10NO4S at a distorted geometry. Source: the Open Molecules 2025 dataset; level of theory: the ωB97M-V functional and the def2-TZVPD basis.

Geometry as XYZ:
```
25
Properties=species:S:1:pos:R:3:mulliken_charge:R:1
C 2.57 -1.20 0.12 -0.40
C 2.58 -0.82 -1.16 -0.13
C -0.29 -1.63 1.56 -0.48
C -3.74 0.55 -0.22 0.64
C -0.90 -1.19 -0.85 -0.53
C -1.26 -0.15 0.25 0.66
C 1.39 0.68 0.01 0.94
C 1.61 2.00 0.56 -1.83
C -1.90 1.03 -0.13 -1.21
N -0.73 -0.45 1.45 -0.58
O -3.93 -0.28 -1.06 -0.58
O -4.38 1.17 0.55 -0.60
O 1.83 -0.38 0.88 -0.24
O 1.89 0.35 -1.30 -0.45
S -0.18 -2.60 0.00 -0.32
H 3.14 -2.02 0.53 0.31
H 2.91 -1.02 -2.14 0.46
H 0.17 -1.94 2.40 0.65
H -1.84 -1.37 -1.40 0.49
H -0.16 -0.88 -1.60 0.26
H 1.61 2.66 -0.21 0.48
H 2.60 2.20 0.94 0.43
H 0.92 2.38 1.34 0.29
H -1.91 1.21 -1.20 0.35
H -1.99 1.69 0.69 0.39
```

Properties
Calculated total energy, eV: -30006.446
HOMO-LUMO gap (alpha / beta), Ha: 0.2403 / 0.1820
Spin multiplicity: 1
Max |F|, eV/Å: 3.64
Charge: -1

Entry 2:
The molecule C9H10O4 at a distorted geometry. Source: the Open Molecules 2025 dataset; level of theory: the ωB97M-V functional and the def2-TZVPD basis.

Geometry as XYZ:
```
23
Properties=species:S:1:pos:R:3:mulliken_charge:R:1
C -2.02 2.72 -1.47 -0.63
O -1.48 1.58 -2.09 -0.32
C -2.04 0.41 -1.60 -0.50
O -1.77 0.18 -0.25 -0.41
C -0.52 -0.26 0.07 0.39
C 0.59 -0.18 -0.78 -0.28
C 1.82 -0.66 -0.34 -0.70
C 2.00 -1.16 0.94 -0.11
C 3.33 -1.64 1.35 -0.10
O 4.29 -1.61 0.60 -0.53
C 0.88 -1.18 1.80 1.07
O 1.05 -1.68 3.07 -0.55
C -0.38 -0.77 1.36 -0.80
H -3.14 2.74 -1.57 0.27
H -1.80 2.73 -0.39 0.27
H -1.60 3.61 -1.93 0.23
H -1.65 -0.40 -2.20 0.46
H -3.14 0.43 -1.67 0.35
H 0.49 0.23 -1.79 0.44
H 2.69 -0.63 -1.00 0.43
H 3.45 -2.02 2.37 0.42
H 0.21 -1.57 3.52 0.26
H -1.26 -0.84 1.99 0.33
```

Properties
Calculated total energy, eV: -17684.196
HOMO-LUMO gap, Ha: 0.3393
Structure (SMILES): COCOc1ccc(C=O)c(O)c1
Spin multiplicity: 1
Max |F|, eV/Å: 1.07
Charge: 0